{"formula": "C23H28NO2", "method": "ωB97M-V/def2-TZVPD", "de_lowest_kj_mol": 279.7, "charge": 1, "e_homo_ev": -10.64, "orbital_gap_ev": 5.8912, "elements": ["O", "O", "N", "C", "C", "C", "C", "C", "C", "C", "C", "C", "C", "C", "C", "C", "C", "C", "C", "C", "C", "C", "C", "C", "C", "C", "H", "H", "H", "H", "H", "H", "H", "H", "H", "H", "H", "H", "H", "H", "H", "H", "H", "H", "H", "H", "H", "H", "H", "H", "H", "H", "H", "H"], "xyz": [[-3.655, -4.279, -1.598], [5.068, 0.589, -1.790], [-2.376, -1.779, -1.285], [-1.903, -0.510, -1.168], [3.014, -0.399, -1.268], [-3.083, -3.682, -2.759], [-1.434, 1.636, -0.284], [3.532, 1.738, -0.223], [0.323, 0.890, 2.609], [1.534, 0.484, 0.441], [1.455, 1.449, 3.263], [0.431, 0.178, 1.321], [3.906, 0.685, -1.093], [-1.417, 1.748, -1.836], [-1.447, 0.164, -0.018], [1.857, -0.487, -0.537], [-0.916, 0.990, 3.280], [2.311, 1.683, 0.441], [-2.951, -4.022, -0.387], [-2.779, -2.527, -0.103], [-2.882, -2.183, -2.617], [6.097, 1.595, -1.671], [0.120, 2.163, 5.159], [-1.866, 0.385, -2.391], [1.339, 2.107, 4.488], [-0.995, 1.585, 4.542], [-3.732, -2.165, 0.334], [-2.849, 0.496, -2.886], [3.292, -1.167, -1.981], [-3.837, -1.669, -2.874], [-1.952, 1.620, 5.062], [-2.135, -1.889, -3.362], [2.451, 1.346, 2.830], [0.248, -0.918, 1.425], [-1.636, -0.271, 0.965], [-1.829, 0.588, 2.816], [-1.164, 0.007, -3.155], [0.043, 2.669, 6.121], [-3.823, -3.871, -3.548], [1.197, -1.351, -0.650], [-0.616, 2.168, 0.209], [4.218, 2.585, -0.090], [-1.956, -4.517, -0.402], [-0.385, 1.940, -2.148], [6.846, 1.276, -2.389], [6.528, 1.610, -0.662], [-2.372, 2.089, 0.047], [-3.597, -4.488, 0.377], [2.012, 2.561, 1.028], [-2.118, -4.156, -3.011], [5.711, 2.588, -1.939], [2.223, 2.575, 4.917], [-2.000, -2.429, 0.659], [-2.052, 2.572, -2.210]], "nbo_charge": [-0.51, -0.47, -0.37, 0.35, -0.27, -0.08, -0.42, -0.34, -0.07, -0.22, -0.20, 0.08, 0.40, -0.40, -0.37, -0.10, -0.19, -0.05, -0.07, -0.24, -0.24, -0.26, -0.17, -0.46, -0.19, -0.20, 0.21, 0.24, 0.24, 0.20, 0.23, 0.22, 0.23, 0.22, 0.23, 0.22, 0.24, 0.24, 0.22, 0.22, 0.20, 0.24, 0.17, 0.21, 0.22, 0.19, 0.21, 0.22, 0.23, 0.17, 0.19, 0.23, 0.21, 0.23]}

***

{"formula": "C23H28NO2S", "method": "ωB97M-V/def2-TZVPD", "de_lowest_kj_mol": 0.0, "charge": 1, "e_homo_ev": -10.94, "orbital_gap_ev": 7.2515, "elements": ["S", "O", "O", "N", "C", "C", "C", "C", "C", "C", "C", "C", "C", "C", "C", "C", "C", "C", "C", "C", "C", "C", "C", "C", "C", "C", "C", "H", "H", "H", "H", "H", "H", "H", "H", "H", "H", "H", "H", "H", "H", "H", "H", "H", "H", "H", "H", "H", "H", "H", "H", "H", "H", "H", "H"], "xyz": [[-2.182, 0.722, 2.012], [0.127, 0.165, 3.823], [1.537, -0.040, 2.070], [-4.674, -2.204, -0.701], [-3.108, -0.546, -3.627], [1.212, -3.784, -0.755], [-6.087, -2.491, -0.903], [-3.972, -2.481, 0.436], [-2.629, -2.065, 0.255], [-3.838, -1.686, -1.687], [-2.540, -1.599, -1.122], [3.884, -0.100, 2.201], [0.750, -2.742, 1.800], [-0.294, -2.739, 0.840], [-1.493, -1.028, -1.847], [-2.597, 1.380, 0.373], [-1.797, -0.489, -3.114], [0.297, 0.064, 2.604], [-4.605, -3.201, 1.551], [2.030, -3.148, 1.447], [-0.755, -0.079, 1.593], [2.638, 0.168, 3.005], [2.269, -3.607, 0.142], [-4.159, -1.149, -2.923], [-0.070, -3.390, -0.393], [-1.552, -2.092, 1.179], [-1.821, 2.273, 2.918], [-2.825, 2.628, 3.173], [-3.308, -0.100, -4.591], [-1.830, 2.114, 0.093], [-3.606, 1.804, 0.486], [-1.269, 2.069, 3.833], [4.769, 0.031, 2.834], [2.532, -0.525, 3.848], [-6.709, -1.997, -0.141], [-1.787, -1.935, 2.240], [2.833, -3.077, 2.194], [-1.312, 3.026, 2.318], [-6.273, -3.574, -0.877], [0.507, -2.464, 2.832], [-5.102, -4.132, 1.236], [-5.340, -2.597, 2.104], [-0.986, -0.020, -3.694], [3.285, -3.867, -0.147], [2.602, 1.209, 3.361], [-0.903, -3.585, -1.062], [1.383, -4.209, -1.744], [3.874, -1.120, 1.796], [-0.476, -1.019, -1.436], [-5.180, -1.207, -3.285], [3.949, 0.598, 1.355], [-6.383, -2.145, -1.896], [-0.447, 0.059, 0.544], [-2.589, 0.534, -0.317], [-3.808, -3.494, 2.235]], "nbo_charge": [0.91, -0.64, -0.51, -0.33, -0.20, -0.23, -0.41, 0.31, -0.28, 0.12, -0.01, -0.63, -0.17, -0.07, -0.24, -0.74, -0.22, 0.75, -0.68, -0.22, -0.68, -0.07, -0.16, -0.23, -0.19, 0.01, -0.75, 0.25, 0.23, 0.25, 0.25, 0.29, 0.23, 0.20, 0.22, 0.24, 0.23, 0.24, 0.22, 0.22, 0.25, 0.24, 0.23, 0.23, 0.20, 0.23, 0.23, 0.21, 0.23, 0.23, 0.22, 0.23, 0.27, 0.27, 0.24]}

***

{"formula": "C23H29AuBr2GeIN2O", "method": "ωB97M-V/def2-TZVPD", "charge": 3, "e_homo_ev": -16.73, "orbital_gap_ev": 3.9945, "elements": ["Au", "I", "Br", "Br", "Ge", "O", "N", "N", "C", "C", "C", "C", "C", "C", "C", "C", "C", "C", "C", "C", "C", "C", "C", "C", "C", "C", "C", "C", "C", "C", "C", "H", "H", "H", "H", "H", "H", "H", "H", "H", "H", "H", "H", "H", "H", "H", "H", "H", "H", "H", "H", "H", "H", "H", "H", "H", "H", "H", "H", "H"], "xyz": [[-0.989, 0.622, -1.777], [-0.364, 2.684, -3.231], [-4.797, -1.992, 3.563], [-0.915, 1.908, 3.759], [1.874, 0.523, 1.541], [-0.223, 0.606, 1.066], [-1.783, -0.998, -0.580], [-2.979, 1.600, -4.006], [-3.267, -2.875, -0.605], [-1.939, -2.309, -2.652], [1.758, -2.521, 3.260], [-4.110, 1.500, -4.722], [-2.336, -2.042, -1.243], [2.432, 2.133, 0.653], [-3.506, 3.331, -6.128], [-2.791, -0.122, 3.450], [-3.437, -1.169, 2.725], [4.495, 1.498, 2.768], [4.813, 2.421, 1.596], [-1.272, 0.175, 1.505], [2.127, -1.117, 0.548], [-1.754, 0.542, 2.894], [-2.104, -0.792, 0.702], [2.607, -3.094, 2.128], [-2.327, 3.457, -5.405], [-2.162, 2.555, -4.376], [-4.410, 2.339, -5.782], [3.947, 2.151, 0.369], [3.185, -2.067, 1.153], [-3.663, -2.614, 0.680], [-3.072, -1.541, 1.367], [3.436, -3.651, 2.564], [0.874, -1.989, 2.880], [-3.706, 4.004, -6.952], [5.858, 2.296, 1.311], [3.997, -1.510, 1.627], [1.876, 2.128, -0.290], [-3.679, -3.714, -1.151], [1.393, -3.318, 3.908], [2.408, -0.773, -0.450], [5.303, 1.475, 3.497], [-4.794, 0.714, -4.427], [1.168, -1.635, 0.456], [3.653, -2.600, 0.324], [4.707, 3.462, 1.904], [4.256, 1.207, -0.094], [2.105, 3.001, 1.228], [-1.592, 4.212, -5.645], [4.127, 2.918, -0.385], [-2.820, -2.320, -3.298], [-5.335, 2.215, -6.327], [-3.143, 0.136, 4.440], [1.683, 0.461, 3.047], [2.018, -3.821, 1.563], [-1.227, -1.579, -3.029], [3.598, 1.812, 3.307], [-4.405, -3.238, 1.163], [-1.492, -3.305, -2.714], [2.327, -1.831, 3.886], [4.368, 0.453, 2.436]], "nbo_charge": [0.51, 0.33, 0.48, 0.38, 1.58, -0.52, -0.52, -0.50, -0.19, -0.68, -0.60, 0.05, 0.33, -0.88, -0.11, -0.30, 0.13, -0.61, -0.41, 0.55, -0.88, -0.07, 0.23, -0.40, -0.27, 0.12, -0.22, -0.40, -0.40, -0.06, -0.20, 0.24, 0.15, 0.26, 0.24, 0.21, 0.24, 0.28, 0.24, 0.25, 0.27, 0.21, 0.23, 0.25, 0.22, 0.20, 0.26, 0.25, 0.24, 0.28, 0.26, 0.30, -0.16, 0.20, 0.24, 0.20, 0.27, 0.28, 0.21, 0.18]}

***

{"formula": "C23H29BeI2N3SSe", "method": "ωB97M-V/def2-TZVPD", "charge": 2, "e_homo_ev": -13.89, "orbital_gap_ev": 6.9228, "elements": ["I", "I", "Se", "S", "N", "N", "N", "C", "C", "C", "C", "C", "C", "C", "C", "C", "C", "C", "C", "C", "C", "C", "C", "C", "C", "C", "C", "C", "C", "C", "Be", "H", "H", "H", "H", "H", "H", "H", "H", "H", "H", "H", "H", "H", "H", "H", "H", "H", "H", "H", "H", "H", "H", "H", "H", "H", "H", "H", "H", "H"], "xyz": [[-3.298, -2.364, 1.584], [-4.556, 0.772, 0.634], [-0.603, 0.556, -0.259], [-1.349, -3.013, -3.319], [1.391, 2.311, 0.753], [0.909, 0.765, 2.249], [-2.466, -1.436, -1.610], [1.360, -2.373, 1.780], [1.170, -1.574, 3.070], [2.299, 2.459, 1.782], [3.816, 2.193, 4.058], [-3.036, -2.646, -3.529], [1.986, 1.479, 2.743], [-5.650, -1.820, -3.487], [0.279, -0.332, 2.947], [-5.062, -1.142, 1.487], [-3.470, -1.779, -2.507], [3.374, 3.325, 1.958], [2.565, 2.864, -1.356], [-1.329, -2.021, -1.961], [2.619, 1.440, -1.908], [-4.800, -1.362, -2.502], [-3.889, -3.091, -4.529], [-5.205, -2.680, -4.491], [2.730, 1.355, 3.912], [0.578, 1.286, 1.056], [1.654, 1.183, -3.059], [2.277, -1.709, 0.760], [1.361, 3.124, -0.446], [4.132, 3.157, 3.098], [-2.434, -0.536, -0.119], [3.619, 4.095, 1.245], [2.490, 0.641, 4.682], [0.615, 1.336, -2.761], [-5.808, -1.645, 0.871], [1.872, 1.845, -3.893], [0.381, -2.578, 1.329], [2.421, 0.729, -1.100], [-0.642, -0.588, 2.411], [1.781, -0.885, 0.251], [0.694, -2.226, 3.804], [3.633, 1.250, -2.262], [4.992, 3.787, 3.256], [-5.891, -3.018, -5.251], [2.574, -2.427, 0.002], [1.343, 4.175, -0.148], [2.149, -1.290, 3.460], [-0.407, -1.862, -1.434], [-5.446, -0.977, 2.494], [4.440, 2.105, 4.934], [2.519, 3.574, -2.182], [1.805, -3.331, 2.050], [3.180, -1.332, 1.232], [3.480, 3.064, -0.798], [-6.680, -1.499, -3.487], [0.435, 2.895, -0.979], [0.018, 0.019, 3.951], [1.762, 0.155, -3.394], [-5.163, -0.674, -1.757], [-3.518, -3.729, -5.316]], "nbo_charge": [0.27, 0.29, -0.45, 0.59, -0.33, -0.35, -0.79, -0.39, -0.41, 0.10, -0.18, -0.25, 0.17, -0.17, -0.22, -0.69, 0.18, -0.21, -0.41, -0.11, -0.39, -0.25, -0.17, -0.17, -0.23, 0.35, -0.61, -0.62, -0.23, -0.18, 1.31, 0.24, 0.24, 0.19, 0.25, 0.22, 0.17, 0.18, 0.21, 0.19, 0.23, 0.23, 0.24, 0.25, 0.23, 0.23, 0.22, 0.26, 0.26, 0.24, 0.23, 0.23, 0.22, 0.22, 0.24, 0.23, 0.23, 0.21, 0.21, 0.25]}

***

no.,lowest unoccupied orbital energy (eV)
1,-4.75
2,-3.69
3,-12.73
4,-6.97